Record 1
The following is a quantum chemistry calculation of C6H12O3 as an isolated structure at a distorted geometry, from the OMol25 dataset.

Positions of all 21 atoms, in Å:
C (-2.252, -1.150, -0.483)
C (0.351, 0.114, -2.102)
C (0.095, -0.417, -0.702)
O (-1.332, -0.074, -0.312)
O (0.545, -1.494, -0.320)
H (-2.516, -1.272, -1.539)
H (-3.157, -0.885, 0.066)
H (-1.844, -2.091, -0.103)
H (1.419, 0.080, -2.319)
H (-0.013, 1.134, -2.207)
H (-0.165, -0.542, -2.807)
C (2.236, 0.489, 1.080)
C (-0.687, 0.472, 1.771)
C (0.996, 1.035, 0.407)
O (0.923, 2.144, -0.047)
H (2.626, 1.214, 1.796)
H (2.044, -0.473, 1.551)
H (-0.217, 1.331, 2.232)
H (-1.762, 0.566, 1.800)
H (-0.275, -0.513, 1.939)
H (2.986, 0.331, 0.300)

energy relative to the best compared isomer or geometry (same formula, charge and spin): 577.06 kJ/mol
lowest unoccupied orbital energy (alpha / beta): -1.16 / -0.75 eV
HOMO level (alpha / beta): -8.21 / -8.22 eV
largest force on an atom: 2.96 eV/A
charge: 0
multiplicity: 1
total energy: -12553.8681 eV

=====

Record 2
The following is a quantum chemistry calculation of one molecule with the formula C6H12O3S2 at a distorted geometry, from the OMol25 dataset.

Positions of all 23 atoms, in Å:
C (-2.246, 1.217, -0.176)
C (-2.364, -0.246, -0.194)
C (0.354, -0.839, -0.281)
C (0.304, -1.656, 0.745)
C (2.508, 0.438, -0.134)
C (1.319, 0.100, -0.976)
O (-0.955, 0.739, 2.305)
O (-0.964, -0.060, -2.443)
O (1.718, -0.574, -2.151)
S (-0.806, 1.623, 0.910)
S (-1.165, -0.998, -1.343)
H (-1.714, 1.625, -1.126)
H (-3.116, 1.719, 0.303)
H (-2.304, -0.567, 0.803)
H (-3.403, -0.698, -0.459)
H (-0.456, -2.277, 0.859)
H (-0.305, 0.075, 2.273)
H (1.190, -1.754, 1.453)
H (3.346, -0.363, -0.309)
H (2.249, 0.574, 0.830)
H (3.106, 1.323, -0.372)
H (0.697, 0.828, -1.373)
H (1.645, 0.012, -2.863)

energy relative to the best compared isomer or geometry (same formula, charge and spin): 180.35 kJ/mol
lowest unoccupied orbital energy: 0.56 eV
HOMO level: -8.82 eV
largest force on an atom: 6.13 eV/A
charge: 0
multiplicity: 1
total energy: -34225.5919 eV

=====

Record 3
The following is a quantum chemistry calculation of a 2-piece molecular cluster, C6H12O3Si overall at a distorted geometry, from the OMol25 dataset.

Positions of all 22 atoms, in Å:
C (-2.970, -1.637, -2.364)
C (-2.432, -0.551, -2.262)
C (0.124, -0.327, 2.483)
C (0.491, -2.199, -0.500)
C (3.053, 1.779, -0.033)
C (-1.970, 0.711, -1.980)
O (0.392, 0.706, 1.592)
O (1.167, -1.021, -0.050)
O (1.785, 1.561, -0.543)
Si (0.688, 0.534, 0.024)
H (-3.032, -2.553, -2.790)
H (1.095, -0.592, 2.973)
H (-0.379, -1.171, 2.073)
H (-0.458, 0.105, 3.200)
H (1.303, -2.861, -0.759)
H (-0.135, -1.940, -1.349)
H (-0.075, -2.488, 0.366)
H (3.006, 1.697, 1.026)
H (3.392, 2.847, -0.365)
H (3.700, 0.979, -0.529)
H (-2.298, 1.142, -1.041)
H (-1.423, 1.387, -2.669)

energy relative to the best compared isomer or geometry (same formula, charge and spin): 328.63 kJ/mol
lowest unoccupied orbital energy (alpha / beta): -0.46 / -0.12 eV
HOMO level (alpha / beta): -7.33 / -8.07 eV
largest force on an atom: 2.96 eV/A
charge: 0
multiplicity: 1
total energy: -20433.4424 eV

=====

Record 4
The following is a quantum chemistry calculation of one molecule with the formula C6H12OS at a distorted geometry, from the OMol25 dataset.

Positions of all 20 atoms, in Å:
C (1.313, 1.994, 1.057)
C (0.635, 2.342, -0.270)
C (-0.610, 1.588, -0.527)
S (-0.833, 0.650, -2.057)
O (-2.257, 0.359, -2.196)
C (-0.154, -0.556, -0.909)
C (-1.052, -1.462, -0.162)
C (-0.876, -2.898, -0.674)
H (0.637, 2.172, 1.889)
H (2.202, 2.604, 1.198)
H (1.605, 0.946, 1.072)
H (1.331, 2.186, -1.097)
H (0.380, 3.409, -0.256)
H (-1.384, 1.495, 0.214)
H (0.916, -0.610, -0.840)
H (-0.862, -1.439, 0.916)
H (-2.082, -1.147, -0.348)
H (-1.584, -3.556, -0.177)
H (0.132, -3.257, -0.480)
H (-1.059, -2.936, -1.745)

energy relative to the best compared isomer or geometry (same formula, charge and spin): 319.72 kJ/mol
lowest unoccupied orbital energy: 0.45 eV
HOMO level: -7.97 eV
largest force on an atom: 3.54 eV/A
charge: 0
multiplicity: 1
total energy: -19296.0726 eV
structure (SMILES): CCC=S(=O)=CCC

=====

Record 5
The following is a quantum chemistry calculation of one molecule with the formula C6H12OS at a distorted geometry, from the OMol25 dataset.

Positions of all 20 atoms, in Å:
C (2.368, -1.026, -0.976)
S (2.071, -0.130, 0.550)
C (0.500, 0.804, 0.260)
O (0.662, 1.891, -0.586)
C (-0.343, 0.952, 1.449)
C (-0.874, 0.073, 0.366)
C (-2.100, 0.480, -0.451)
C (-0.678, -1.367, 0.337)
H (3.439, -1.242, -1.050)
H (2.120, -0.428, -1.869)
H (1.780, -2.030, -0.872)
H (0.989, 2.590, -0.101)
H (-0.701, 1.967, 1.667)
H (-0.006, 0.576, 2.352)
H (-3.136, 0.211, -0.185)
H (-1.929, 0.432, -1.601)
H (-1.991, 1.518, -0.387)
H (-1.700, -1.794, 0.562)
H (-0.194, -1.756, 1.173)
H (-0.276, -1.720, -0.638)

energy relative to the best compared isomer or geometry (same formula, charge and spin): 223.90 kJ/mol
lowest unoccupied orbital energy: 0.79 eV
HOMO level: -8.56 eV
largest force on an atom: 3.36 eV/A
charge: 0
multiplicity: 1
total energy: -19297.0657 eV
structure (SMILES): CS[C@]1(O)CC1(C)C

=====

Record 6
The following is a quantum chemistry calculation of a 2-piece molecular cluster, C6H12OSSi overall at a distorted geometry, from the OMol25 dataset.

Positions of all 21 atoms, in Å:
C (-2.922, 2.479, -0.110)
C (-2.374, 1.607, 0.735)
C (0.480, -1.898, -0.135)
C (1.140, -0.764, -0.923)
C (0.239, -1.565, 1.341)
C (0.263, 0.496, -1.148)
O (-0.661, -0.475, 1.392)
Si (-0.798, 0.740, 0.364)
S (3.965, 0.721, 0.566)
H (-3.932, 2.817, 0.101)
H (-2.485, 3.132, -0.891)
H (-2.743, 1.323, 1.722)
H (-0.516, -2.221, -0.489)
H (1.157, -2.844, -0.043)
H (2.173, -0.557, -0.484)
H (1.599, -1.243, -1.904)
H (-0.241, -2.431, 1.931)
H (1.117, -1.371, 1.984)
H (0.871, 1.327, -1.392)
H (-0.400, 0.310, -1.864)
H (4.068, 0.418, -0.753)

energy relative to the best compared isomer or geometry (same formula, charge and spin): 427.58 kJ/mol
lowest unoccupied orbital energy (alpha / beta): -1.99 / -1.99 eV
HOMO level (alpha / beta): -5.91 / -5.91 eV
largest force on an atom: 4.57 eV/A
charge: 0
multiplicity: 1
total energy: -27173.2226 eV